No. 1
The following is a quantum chemistry calculation of a cluster of 2 separate species, C3H10N3O in total in a non-equilibrium geometry, from the Open Molecules 2025 dataset.

XYZ file:
```
17
Properties=species:S:1:pos:R:3:forces:R:3
C 0.211824 0.942584 -0.494846 -0.9 3.3 -0.5
C 0.037587 2.228754 -0.053198 0.1 -1.4 0.1
N -0.515866 2.543726 1.246561 1.9 -1.1 0.1
N -0.005888 0.569966 -1.840596 0.6 -0.4 -0.4
H 0.275943 0.136449 0.175379 -0.6 -0.8 0.9
H 0.292298 3.109383 -0.644850 -0.6 -0.2 -0.2
H -0.993855 1.739799 1.643967 0.0 0.4 -0.2
H -1.077334 3.349510 1.186977 -0.8 0.7 0.1
H 0.012462 -0.463807 -1.842245 0.1 0.0 0.4
H 0.674372 0.882830 -2.508155 0.4 0.5 -0.2
N -0.147416 -1.738603 1.465801 0.1 -0.7 1.1
C 0.591242 -2.263839 0.268443 -0.4 1.4 -0.4
O -0.067831 -1.815973 -0.788561 -0.4 -0.8 -1.3
H -1.104620 -1.584109 1.136386 0.4 -0.1 -0.2
H -0.229371 -2.496765 2.148056 0.1 0.2 0.1
H 1.630960 -1.873938 0.282859 0.3 0.1 0.5
H 0.702078 -3.342199 0.305356 -0.1 -1.1 0.3
```
Positions in Å, forces in eV/Å.

Calculated values
2S+1 = 1
net charge = -1

---

No. 2
The following is a quantum chemistry calculation of an isolated molecule of C5H9NO, from the Open Molecules 2025 dataset.

XYZ file:
```
16
Properties=species:S:1:pos:R:3:forces:R:3
C 1.279284 1.234193 -0.870830 0.0 0.0 0.0
C 0.926693 -0.046786 -0.124614 0.1 0.0 -0.1
C 0.574240 0.113828 1.386740 0.1 0.1 0.2
C -0.888610 -0.335406 1.111059 -0.1 0.0 0.1
C -0.487001 -0.555145 -0.325472 -0.1 -0.1 -0.3
N -1.056554 -1.006382 -1.361921 0.5 0.3 0.4
O -2.375215 -1.364681 -1.073142 -0.3 -0.1 -0.2
H 2.259807 1.607019 -0.554100 -0.1 -0.1 0.0
H 0.538407 2.018946 -0.676652 0.1 -0.1 0.0
H 1.308592 1.059081 -1.950844 0.0 0.0 0.1
H 1.685444 -0.814619 -0.316815 -0.1 0.1 0.0
H 1.126198 -0.561207 2.045805 -0.1 0.1 -0.1
H 0.678366 1.135845 1.764133 0.0 -0.2 -0.1
H -1.648688 0.441474 1.242763 0.1 -0.1 0.0
H -1.227206 -1.237899 1.628861 0.0 0.1 -0.1
H -2.693757 -1.688259 -1.924970 0.0 0.0 0.2
```
Positions in Å, forces in eV/Å.

Calculated values
2S+1 = 1
SMILES = C[C@H]1CC/C1=N\O

---

No. 3
The following is a quantum chemistry calculation of a cluster of 3 separate species, C7H16O in total, from the Open Molecules 2025 dataset.

XYZ file:
```
24
Properties=species:S:1:pos:R:3:forces:R:3
C 0.601984 -0.387188 -0.739091 -0.4 -0.1 0.2
C -0.624421 0.206153 1.178493 0.5 0.0 -0.6
C 1.066198 0.711395 -0.048863 -0.3 0.0 0.3
C -0.276345 -0.221956 -1.935263 0.0 0.0 0.1
C 1.028270 -1.774119 -0.386746 0.0 0.0 0.1
C -1.958056 -0.284881 0.666647 0.0 0.0 0.0
C -0.721191 1.563137 1.844492 0.0 0.0 0.0
O 2.468176 0.609161 -1.585669 0.0 -0.1 0.2
H 3.281548 0.216731 -1.240855 0.0 0.1 -0.1
H -0.132312 -0.530757 1.811149 0.0 0.0 0.0
H 1.767224 0.605759 0.763272 0.0 0.0 0.0
H 0.779116 1.707959 -0.340001 0.0 0.0 0.0
H 0.161971 -2.387599 -0.120507 0.0 0.0 0.0
H -0.737926 0.763480 -1.969265 0.0 0.0 0.0
H -1.050250 -0.990415 -1.981378 0.0 0.0 0.0
H 0.368909 -0.319410 -2.809071 0.0 0.0 0.0
H 1.494942 -2.230877 -1.260324 0.0 0.0 0.0
H 1.740185 -1.787864 0.437096 0.0 0.0 0.0
H -2.682941 -0.321167 1.491240 0.1 0.0 0.0
H -1.910869 -1.287284 0.239134 0.0 0.0 0.0
H -2.373493 0.386602 -0.088854 0.0 0.0 0.0
H 0.233535 1.908369 2.243788 0.0 0.0 0.0
H -1.091182 2.322880 1.150402 0.0 0.0 0.0
H -1.433072 1.521893 2.680176 0.0 0.0 -0.1
```
Positions in Å, forces in eV/Å.

Calculated values
2S+1 = 1

---

No. 4
The following is a quantum chemistry calculation of a cluster of 2 separate species, C4H10OS in total in a non-equilibrium geometry, from the Open Molecules 2025 dataset.

XYZ file:
```
16
Properties=species:S:1:pos:R:3:forces:R:3
C -3.183195 0.391363 -0.674376 -0.6 -0.6 0.7
C -2.421949 -0.199086 0.242829 0.7 0.8 -0.4
O -1.718721 0.502621 1.196112 -0.2 -1.6 0.2
H -3.807770 -0.213123 -1.317077 0.3 0.1 -0.3
H -3.413020 1.445586 -0.584076 0.1 0.1 -0.2
H -2.116578 -1.237060 0.240250 -0.5 -0.2 0.1
H -1.609578 1.375918 0.872869 0.0 1.5 -0.2
C 1.441865 0.085566 1.205382 -0.6 0.2 0.2
S 2.299021 -0.513344 -0.223265 0.8 0.1 -0.8
C 1.139397 0.075697 -1.518087 0.7 -1.0 0.8
H 0.642354 -0.625165 1.390956 -0.2 0.4 0.5
H 1.048718 1.084936 1.004375 -0.2 -0.1 0.0
H 2.072834 0.199013 2.081979 0.3 -0.4 -0.1
H 1.694997 0.004462 -2.448997 -0.1 0.4 -0.1
H 0.312128 -0.627529 -1.568636 -0.3 0.3 0.0
H 0.855100 1.075679 -1.211360 -0.2 0.1 -0.5
```
Positions in Å, forces in eV/Å.

Calculated values
2S+1 = 1
SMILES = C=CO.CSC

---

No. 5
The following is a quantum chemistry calculation of a structure of composition C14H16Br2ClIN2O3 in a non-equilibrium geometry, from the Open Molecules 2025 dataset.

XYZ file:
```
39
Properties=species:S:1:pos:R:3:forces:R:3
C -0.511442 -3.537132 2.295462 0.8 -0.7 -0.1
C 0.416564 -2.596748 1.508465 -0.4 -0.4 0.4
Br 2.309599 -2.963405 1.590806 -1.0 -0.1 0.1
C -0.054722 -1.586667 0.772662 0.0 0.3 -0.1
Br -2.003009 -1.379739 0.814464 1.1 0.0 0.1
C 0.761394 -0.556861 -0.056035 -1.6 0.8 -0.7
I 2.184484 0.581592 1.183792 -0.7 0.1 0.1
C -0.224538 0.524768 -0.502514 3.5 -3.7 1.6
N -0.972649 1.301909 -0.803265 -2.3 2.8 -1.0
C 1.445988 -1.137415 -1.416360 0.9 1.0 0.4
Cl 3.271853 -1.169763 -1.192535 -0.5 -0.3 -0.6
C 1.240612 -0.121229 -2.537395 0.7 -3.7 3.9
N 0.903587 0.360368 -3.490642 -0.7 2.1 -3.2
C 1.033704 -2.573744 -1.816932 -0.4 0.0 -1.0
C -0.303699 -2.689761 -2.609415 -0.4 -0.9 -1.0
C -0.139033 -2.720885 -4.172649 -0.4 -0.3 0.4
O -1.274115 -1.712655 -2.248117 0.5 0.0 0.2
H -0.989911 -3.032394 3.154971 0.1 -0.1 -0.6
H -1.275630 -3.948084 1.604543 0.3 0.4 0.5
H 0.042053 -4.410684 2.699902 -0.1 0.7 -0.3
H 0.998507 -3.293329 -0.982288 0.2 0.9 0.0
H 1.827659 -2.949317 -2.496152 -0.5 0.3 0.4
H -0.740726 -3.683929 -2.341829 0.5 0.5 0.0
H -0.911319 -3.429887 -4.548428 0.6 0.4 0.0
H 0.860473 -3.088201 -4.479831 -0.6 0.3 0.1
H -0.356887 -1.739134 -4.632760 0.4 -0.4 0.3
H -1.932691 -1.672456 -2.954551 0.2 0.1 0.2
O 1.053110 5.228400 4.283370 -0.2 -0.3 0.1
C 0.341610 4.766713 3.438384 0.5 0.2 0.0
O -0.390960 3.635986 3.608638 0.1 0.2 0.1
C -1.046027 3.293223 2.375505 -0.2 -0.2 -0.2
C -1.111096 4.584908 1.584917 -0.1 0.2 -0.3
C 0.152706 5.301818 2.035825 -0.6 -0.1 -0.1
H -0.455183 2.528565 1.869344 0.0 0.0 0.0
H -2.035723 2.891485 2.587752 0.1 -0.1 0.2
H -1.169558 4.427394 0.508502 0.0 -0.1 0.1
H -1.988133 5.161771 1.888322 0.0 0.0 0.0
H 1.017754 5.022776 1.431289 0.0 0.1 0.1
H 0.025393 6.381743 2.044784 0.3 0.0 0.1
```
Positions in Å, forces in eV/Å.

Calculated values
2S+1 = 1

---

No. 6
The following is a quantum chemistry calculation of a cluster of 11 separate species, C16H53BF4NO10 in total in a non-equilibrium geometry, from the Open Molecules 2025 dataset.

XYZ file:
```
85
Properties=species:S:1:pos:R:3:forces:R:3
B -0.514768 0.396155 -0.121770 -0.4 -0.3 0.0
F -0.257042 -0.326903 1.083561 -0.3 0.0 -0.3
F 0.354467 -0.145544 -1.101213 -0.2 0.4 0.5
F -1.829498 0.198630 -0.568423 0.2 -0.1 0.1
F -0.329714 1.754080 0.145281 0.3 -0.2 -0.3
C 3.527564 -2.009641 -4.018262 0.1 0.4 0.6
C 2.729157 -1.704197 -2.758973 -0.5 0.0 -1.1
O 2.114541 -0.423837 -2.951124 0.5 -0.1 0.3
H 3.962369 -3.005733 -3.937377 0.1 0.0 -0.1
H 4.315831 -1.260353 -4.117400 0.1 -0.1 -0.1
H 2.881483 -1.941691 -4.890163 0.0 -0.1 -0.1
H 3.339963 -1.718090 -1.857030 0.0 -0.1 0.0
H 1.934341 -2.456078 -2.698243 0.1 0.0 0.4
H 1.570346 -0.256685 -2.167313 0.1 0.0 -0.2
C 0.802927 -4.271748 -0.440319 -0.2 -0.1 -0.4
C 1.498477 -3.574621 0.708860 0.1 -0.2 -0.1
O 2.148140 -2.402198 0.254955 0.3 0.3 0.2
H 0.110127 -3.595303 -0.946032 -0.1 0.0 0.2
H 0.241323 -5.154619 -0.123486 0.0 0.1 0.1
H 1.517836 -4.587115 -1.204084 0.1 0.0 0.1
H 2.297489 -4.204768 1.108570 -0.1 -0.1 0.0
H 0.803807 -3.388612 1.533590 0.0 0.2 0.0
H 1.582463 -1.624735 0.321782 -0.3 -0.2 0.0
C -5.077570 -1.584863 1.677656 -0.6 -0.1 -0.3
C -4.400270 -0.326125 1.161197 0.0 0.1 1.2
O -4.740339 0.774777 2.015751 -0.2 -0.3 0.0
H -4.877710 -2.442479 1.029598 0.2 0.1 0.0
H -6.165664 -1.463904 1.718260 0.1 0.1 0.0
H -4.749876 -1.811509 2.691781 0.1 0.0 0.0
H -4.706931 -0.043647 0.156665 0.2 -0.3 -0.2
H -3.327875 -0.522810 1.221336 0.0 0.3 -0.4
H -3.928312 1.161436 2.362882 0.2 0.1 -0.2
C -5.171948 1.401595 -2.345022 0.2 -0.3 -0.7
C -3.795118 1.581365 -2.957689 0.1 -0.6 0.1
O -3.523952 2.982381 -3.027132 -0.2 0.1 0.1
H -5.351995 0.335610 -2.192276 0.0 0.0 0.2
H -5.905770 1.739073 -3.078886 -0.2 0.2 0.3
H -5.252101 1.932696 -1.400765 -0.1 0.0 0.0
H -3.752984 1.098683 -3.941230 -0.1 0.3 -0.1
H -3.042881 1.043940 -2.368680 0.0 0.4 0.2
H -2.913280 3.186488 -3.738208 0.2 -0.2 0.0
C 1.014180 -2.812580 4.975220 0.3 -1.2 -0.6
C 1.409368 -1.843226 3.887868 0.0 1.6 0.8
O 1.867224 -0.620368 4.520573 -0.3 -0.5 -0.3
H 1.877283 -3.356229 5.367422 0.0 0.3 0.3
H 0.379902 -3.596304 4.539382 0.0 0.1 0.1
H 0.448617 -2.347584 5.775794 0.1 0.3 0.0
H 0.511011 -1.608981 3.305421 0.2 0.0 -0.3
H 2.237430 -2.132229 3.238482 -0.3 -0.8 -0.1
H 1.734220 0.073132 3.847915 0.0 0.4 0.2
C -0.045757 2.640106 -2.910824 -0.4 0.8 -0.6
C -0.343385 1.693780 -4.066251 -0.1 -0.7 0.8
O 0.816770 1.315273 -4.781071 -0.2 0.1 0.2
H -0.986775 2.925090 -2.431515 0.1 0.0 0.1
H 0.421692 3.547722 -3.311120 0.0 0.0 0.1
H 0.597183 2.237836 -2.133145 0.1 -0.3 -0.2
H -1.075552 2.095302 -4.770865 0.2 0.3 -0.1
H -0.828833 0.805207 -3.620736 0.1 0.0 -0.2
H 1.325528 0.807320 -4.127082 0.3 -0.2 -0.4
O -2.301347 -2.724616 -0.375721 0.0 -0.1 -0.1
H -1.984829 -1.883107 -0.729515 -0.1 0.1 0.1
H -1.835853 -2.818467 0.460139 0.0 0.1 0.1
O -3.096047 3.198159 0.052548 0.0 0.0 0.1
H -2.556519 2.399280 0.080268 0.0 -0.1 0.0
H -3.351382 3.281380 -0.872853 0.1 0.1 -0.2
O -2.042864 1.735014 2.592604 0.1 0.1 0.2
H -1.307360 1.198276 2.274383 -0.1 -0.1 0.0
H -1.842488 2.624502 2.281890 -0.2 0.0 -0.1
C 3.454476 2.709440 3.097119 -0.5 0.8 0.9
C 2.694693 1.906183 2.068993 -0.2 0.8 -0.6
C 3.339778 0.676938 1.464066 -0.4 -0.7 -0.2
O 4.601218 0.902631 0.877548 -0.2 0.2 0.5
C 4.566380 1.600459 -0.346760 0.1 -0.4 -0.5
N 1.369909 1.539430 2.591898 0.8 -0.6 0.0
H 3.629618 2.200789 4.047826 0.2 -0.3 -0.2
H 2.784503 3.538926 3.382675 0.0 -0.1 -0.1
H 4.345269 3.237446 2.760422 0.2 -0.5 -0.3
H 2.540153 2.598857 1.221956 0.1 -0.1 0.0
H 2.617780 0.300890 0.714992 0.2 0.1 -0.1
H 3.432065 -0.162430 2.158225 0.3 0.3 0.3
H 3.614693 2.088217 -0.571564 0.0 0.1 0.3
H 4.727714 0.885001 -1.163944 0.1 0.1 0.0
H 5.367050 2.338091 -0.332640 0.0 0.1 -0.1
H 0.865073 1.087492 1.831149 -0.1 0.4 0.5
H 0.891161 2.378853 2.888206 -0.2 -0.1 -0.1
```
Positions in Å, forces in eV/Å.

Calculated values
2S+1 = 1
net charge = -1

---

Number 1: calculated total energy -359.7519 Eh. Number 2: calculated total energy -325.8314 Eh. Number 3: calculated total energy -351.3849 Eh. Number 4: calculated total energy -631.7764 Eh. Number 5: calculated total energy -6784.1231 Eh. Number 6: calculated total energy -1873.1772 Eh.